The following is a quantum chemistry calculation of a cluster of 18 separate species, C54H156N24O18 in total at a distorted geometry, from OMol25.

The geometry in XYZ format:
```
252
Properties=species:S:1:pos:R:3
C -4.050 -2.365 6.618
C -3.343 -1.083 7.007
C -4.283 -0.164 7.752
O -3.780 1.207 7.747
C -4.648 2.112 8.409
N -2.035 -1.233 7.722
H -5.027 -2.432 6.139
H -3.880 -3.010 7.480
H -3.346 -2.765 5.888
H -3.037 -0.490 6.145
H -4.475 -0.548 8.755
H -5.265 -0.130 7.280
H -4.784 1.888 9.467
H -5.632 2.270 7.968
H -4.023 3.000 8.311
H -1.777 -0.264 7.842
H -1.412 -1.804 7.169
C -7.134 2.936 -0.558
C -5.552 2.820 -0.378
C -4.897 4.035 0.348
O -3.567 3.759 0.451
C -2.811 4.747 1.109
N -5.230 1.639 0.387
H -7.643 2.106 -1.048
H -7.314 3.913 -1.007
H -7.529 2.905 0.457
H -4.989 2.595 -1.285
H -5.340 4.065 1.344
H -4.900 4.922 -0.284
H -2.068 5.271 0.508
H -2.236 4.352 1.947
H -3.403 5.535 1.574
H -4.283 1.923 0.593
H -4.996 0.961 -0.324
C 3.330 -7.369 -1.888
C 2.622 -6.470 -3.023
C 1.763 -5.385 -2.551
O 0.775 -6.010 -1.764
C -0.075 -5.133 -1.026
N 3.778 -5.938 -3.713
H 4.019 -8.081 -2.342
H 2.621 -7.825 -1.196
H 3.905 -6.711 -1.238
H 2.024 -7.027 -3.744
H 1.313 -4.848 -3.386
H 2.349 -4.663 -1.983
H -0.955 -4.841 -1.599
H 0.586 -4.419 -0.534
H -0.514 -5.688 -0.197
H 3.275 -5.474 -4.456
H 4.377 -6.589 -4.200
C 6.464 0.493 -5.472
C 6.475 0.097 -3.945
C 7.091 -1.347 -3.839
O 6.290 -2.302 -4.560
C 6.755 -3.666 -4.330
N 7.101 1.121 -3.146
H 5.854 -0.096 -6.156
H 7.447 0.316 -5.909
H 6.269 1.543 -5.689
H 5.390 0.029 -3.866
H 7.010 -1.494 -2.762
H 8.094 -1.323 -4.265
H 7.839 -3.619 -4.438
H 6.150 -4.202 -5.060
H 6.393 -4.075 -3.387
H 8.018 0.828 -2.841
H 6.563 1.213 -2.297
C 0.498 -1.001 -1.750
C -0.532 -0.771 -0.659
C -0.124 -0.130 0.623
O -1.169 -0.010 1.600
C -1.034 1.163 2.383
N -1.618 0.068 -1.117
H 0.045 -1.282 -2.700
H 1.278 -1.744 -1.583
H 0.995 -0.065 -2.007
H -0.947 -1.744 -0.398
H 0.326 0.834 0.384
H 0.772 -0.633 0.985
H -1.842 1.114 3.113
H -1.340 1.965 1.711
H -0.104 1.456 2.868
H -2.262 -0.519 -1.628
H -2.090 0.347 -0.269
C -4.178 -0.946 3.108
C -5.409 -0.191 3.624
C -5.072 1.331 3.823
O -6.292 2.001 4.078
C -6.090 3.279 4.753
N -6.386 -0.365 2.555
H -3.897 -0.517 2.146
H -4.320 -2.027 3.110
H -3.235 -0.833 3.644
H -5.651 -0.601 4.604
H -4.683 1.801 2.919
H -4.331 1.348 4.622
H -5.439 3.176 5.622
H -6.955 3.801 5.162
H -5.531 3.912 4.063
H -7.048 0.338 2.851
H -5.888 0.096 1.807
C 3.733 2.358 -2.018
C 3.289 1.258 -0.992
C 4.143 0.007 -1.145
O 3.855 -0.789 0.026
C 3.835 -2.160 -0.275
N 3.399 1.931 0.248
H 4.801 2.555 -1.926
H 3.255 3.337 -2.031
H 3.518 1.938 -3.001
H 2.227 1.039 -0.882
H 5.212 0.211 -1.089
H 3.846 -0.509 -2.058
H 3.090 -2.432 -1.024
H 3.621 -2.741 0.622
H 4.788 -2.586 -0.587
H 4.271 2.419 0.399
H 3.480 1.049 0.733
C 2.786 -5.765 5.144
C 3.013 -4.291 4.643
C 1.971 -3.940 3.470
O 0.672 -3.944 4.043
C -0.368 -3.292 3.195
N 2.997 -3.291 5.692
H 3.176 -6.449 4.390
H 1.702 -5.805 5.250
H 3.297 -5.951 6.089
H 3.991 -4.312 4.162
H 2.153 -4.712 2.722
H 2.183 -2.964 3.033
H -1.337 -3.565 3.613
H -0.346 -3.631 2.160
H -0.365 -2.206 3.296
H 2.886 -2.361 5.315
H 2.107 -3.319 6.169
C 2.904 -1.062 -5.296
C 2.616 -2.539 -4.873
C 2.644 -3.485 -6.118
O 2.366 -4.855 -5.793
C 2.341 -5.626 -7.000
N 3.674 -2.842 -3.821
H 1.902 -0.675 -5.481
H 3.455 -1.024 -6.236
H 3.262 -0.525 -4.418
H 1.695 -2.550 -4.289
H 3.688 -3.475 -6.431
H 2.017 -3.060 -6.902
H 2.009 -6.630 -6.734
H 3.411 -5.721 -7.184
H 1.699 -5.169 -7.754
H 3.498 -3.763 -3.447
H 4.614 -2.820 -4.189
C 0.784 -0.510 5.500
C 1.921 -0.058 6.326
C 2.508 1.192 5.751
O 3.141 0.907 4.561
C 4.113 1.794 4.155
N 1.235 0.239 7.579
H -0.068 0.171 5.515
H 0.360 -1.389 5.985
H 1.030 -0.777 4.472
H 2.708 -0.811 6.348
H 3.215 1.499 6.523
H 1.782 2.003 5.693
H 4.776 1.315 3.433
H 4.837 1.879 4.966
H 3.741 2.761 3.816
H 0.672 1.037 7.320
H 0.647 -0.533 7.860
C -0.836 4.587 4.957
C -1.236 3.362 5.661
C -0.697 3.562 7.083
O -0.856 2.291 7.849
C -0.632 2.597 9.259
N -2.691 3.232 5.659
H -0.309 4.508 4.006
H -0.226 5.295 5.519
H -1.646 5.217 4.591
H -0.857 2.436 5.227
H -1.132 4.397 7.632
H 0.373 3.755 7.149
H -0.368 1.663 9.754
H -1.529 2.944 9.773
H 0.281 3.127 9.528
H -2.884 2.636 6.451
H -3.109 4.136 5.825
C 2.405 8.164 -3.742
C 3.025 6.797 -3.509
C 1.964 6.096 -2.640
O 2.084 6.223 -1.222
C 1.278 5.344 -0.466
N 3.261 6.092 -4.717
H 1.387 8.157 -4.131
H 2.883 8.910 -4.376
H 2.231 8.560 -2.741
H 3.988 6.887 -3.007
H 1.878 5.027 -2.837
H 0.968 6.431 -2.928
H 1.780 5.252 0.498
H 1.138 4.334 -0.852
H 0.241 5.646 -0.323
H 3.837 5.271 -4.596
H 2.387 5.776 -5.115
C -5.046 0.090 -2.891
O -4.624 -0.189 -1.747
N -6.201 -0.207 -3.361
N -4.348 0.639 -3.835
H -6.807 -0.706 -2.726
H -6.666 0.176 -4.172
H -3.369 0.848 -3.705
H -4.783 0.874 -4.716
C 2.861 2.885 -5.717
O 3.961 3.378 -5.432
N 1.818 3.054 -4.961
N 2.560 2.191 -6.875
H 1.022 2.476 -5.192
H 1.970 3.423 -4.034
H 1.610 1.996 -7.158
H 3.315 1.999 -7.518
C -1.152 1.334 -7.097
O 0.027 1.170 -6.935
N -1.920 0.359 -7.343
N -1.897 2.359 -7.084
H -1.484 -0.495 -7.660
H -2.923 0.476 -7.356
H -2.893 2.202 -7.136
H -1.581 3.215 -6.651
C -1.201 2.442 -3.694
O -1.271 3.449 -4.413
N -1.192 2.488 -2.366
N -1.158 1.271 -4.202
H -1.105 1.648 -1.811
H -1.592 3.296 -1.911
H -1.030 0.399 -3.709
H -1.384 1.149 -5.179
C -4.430 -4.284 -0.676
O -4.852 -4.489 0.375
N -3.888 -5.125 -1.480
N -4.232 -3.140 -1.166
H -3.841 -6.041 -1.057
H -3.434 -4.780 -2.313
H -4.580 -2.337 -0.662
H -3.718 -2.877 -1.995
C -2.649 -3.369 -5.001
O -2.678 -3.632 -3.789
N -3.632 -2.753 -5.574
N -1.612 -3.589 -5.754
H -4.362 -2.365 -4.995
H -3.756 -2.815 -6.574
H -0.805 -4.009 -5.316
H -1.653 -3.147 -6.661
```

Values from the calculation:
calculated total energy	-131136.0987	eV
largest force on an atom	0.186	Eh/bohr